1.
This record from OMol25 describes C2H3N3S in the gas phase. The level of theory is wB97M-V/def2-TZVPD.

Its lowest unoccupied orbital energy (spin up / spin down) is 0.55 / -2.04 eV. Its spin multiplicity is 3. The max |F| comes out at 2.82 eV/A. Its total charge is 0. As for the relative energy (zero: lowest compared OMol25 entry of this formula, charge and spin): 0.0 kcal per mole. The value obtained for the molar mass is 101.1 g/mol. Its expectation value of S² is 2.0341. The total energy comes out at -640.30120 Ha. Its gap between HOMO and LUMO (spin up / spin down) is 7.6 / 8.3 eV.

Cartesian coordinates (Å):
C -0.30791 -0.68076 -0.04510
C 2.28752 0.25646 0.11260
N 1.23656 0.97882 0.03179
N -0.06525 0.65557 -0.11893
N -1.43748 -1.24320 0.03499
S 3.66822 -0.46457 -0.02399
H 0.58774 -1.28531 0.14138
H 1.42688 1.96606 0.32698
H -2.23477 -0.64004 -0.00345

***

2.
This record from OMol25 describes a molecular structure, C19H18BrN5O6S2V. The level of theory is wB97M-V/def2-TZVPD.

Its lowest unoccupied orbital energy (spin up / spin down) is -3.58 / -3.83 eV. Its spin multiplicity is 3. The max |F| comes out at 0.35 eV/A. Its total charge is +1. As for the relative energy (zero: lowest compared OMol25 entry of this formula, charge and spin): 0.0 kcal per mole. The value obtained for the molar mass is 607.4 g/mol. Its expectation value of S² is 2.0137. The total energy comes out at -5774.40202 Ha. Its gap between HOMO and LUMO (spin up / spin down) is 7.1 / 6.9 eV.

Cartesian coordinates (Å):
V 0.13224 -0.06095 -0.42464
O 2.38343 2.18110 1.63174
S 1.56595 1.33009 0.85253
O 1.72416 1.41535 -0.65646
O 1.68579 -0.15817 1.06052
O 0.05905 1.49707 0.97348
N -2.52623 -2.90505 1.34841
C -2.12940 -3.12818 2.69940
C -2.41019 -4.32717 3.32232
C -1.98458 -4.52913 4.63027
C -1.25082 -3.55194 5.28256
C -0.94485 -2.36048 4.63320
C -1.41286 -2.13895 3.34956
S -1.17139 -0.57686 2.56481
N -1.08064 -1.12131 0.93438
C -1.80703 -2.10634 0.53327
C -1.83616 -2.30884 -0.94022
C -2.55120 -3.28880 -1.59933
C -2.50151 -3.32993 -2.98604
C -1.73296 -2.39904 -3.66221
C -1.03742 -1.45502 -2.92521
N -1.09514 -1.40839 -1.59763
H -3.04670 -3.65313 0.92158
H -2.96325 -5.09813 2.79826
H -2.21914 -5.45915 5.12903
H -0.90757 -3.71411 6.29470
H -0.35927 -1.59644 5.12802
H -3.14327 -4.01711 -1.06299
H -3.05510 -4.08516 -3.52698
H -1.66561 -2.39935 -4.74026
H -0.40939 -0.71391 -3.40351
N 4.83430 -0.22191 -2.32068
C 3.91301 -0.88996 -1.41245
C 2.51048 -0.77043 -1.94920
O 2.38476 -0.07588 -3.04159
O 1.54580 -1.28469 -1.38204
H 5.37478 0.49775 -1.86203
H 3.31960 0.22411 -3.23767
H 5.47154 -0.86266 -2.77247
H 3.87528 -0.41602 -0.42892
H 4.13336 -1.94514 -1.24740
Br -3.65990 4.71199 -3.31701
C -2.61136 3.35006 -2.57508
C -1.27476 3.23295 -2.91798
C -0.53732 2.21691 -2.34237
N -1.06965 1.33944 -1.48401
C -2.36083 1.46814 -1.15688
C -3.17039 2.45595 -1.67303
H -0.80921 3.92175 -3.60697
H 0.51727 2.10309 -2.55067
H -2.75128 0.75518 -0.44035
H -4.20526 2.53101 -1.37426

***

3.
This record from OMol25 describes a molecular structure, C30H26N7O2S3Ta. The level of theory is wB97M-V/def2-TZVPD.

Its lowest unoccupied orbital energy is -6.98 eV. The max |F| comes out at 0.62 eV/A. Its total charge is +2. As for the relative energy (zero: lowest compared OMol25 entry of this formula, charge and spin): 0.9 kcal per mole. The value obtained for the molar mass is 793.7 g/mol. The total energy comes out at -2943.76563 Ha. Its gap between HOMO and LUMO is 5.3 eV.

Cartesian coordinates (Å):
Ta -1.52629 -0.32750 1.73894
C 0.01974 -4.76457 1.81549
C -0.19222 -3.28638 1.88892
N -1.30658 -2.70772 1.61942
N -2.37542 -3.50117 1.29170
C -3.63333 -3.00943 1.41609
N -4.62990 -3.85911 1.21368
S -3.92098 -1.40000 1.78984
C 0.89424 -2.37421 2.29112
C 2.09490 -2.85096 2.77449
C 3.10804 -1.95352 3.09956
C 2.88827 -0.61301 2.87911
C 1.64889 -0.20178 2.40702
N 0.64530 -1.04759 2.15051
H -0.36535 -5.25522 2.71398
H 1.07282 -5.00739 1.72549
H -0.46610 -5.19968 0.94112
H -2.23041 -4.50019 1.26807
H -4.49108 -4.82839 0.97450
H -5.57953 -3.52937 1.29115
H 2.25018 -3.90933 2.91378
H 4.04785 -2.31010 3.49854
H 3.64646 0.13048 3.07882
H 1.45369 0.84414 2.23171
C 4.44468 3.98539 -4.81202
O 3.22617 4.10289 -4.08173
C 2.17410 3.37130 -4.48175
C 0.97508 3.60701 -3.79551
C -0.16437 2.90661 -4.11477
C -0.13262 1.95095 -5.14034
C 1.04384 1.76884 -5.85781
C 2.20484 2.44536 -5.52255
N -1.22239 1.17100 -5.62988
N -2.15227 0.74635 -4.93205
C -2.22207 0.85613 -3.51785
C -3.28439 1.49702 -2.92982
C -3.45198 1.51319 -1.53108
C -2.56411 0.83424 -0.74724
O -2.61103 0.76726 0.60865
C -1.50683 0.11869 -1.32016
N -0.70850 -0.56674 -0.43866
C 0.32113 -1.23457 -0.94641
C 0.60046 -1.28770 -2.31015
C -0.21709 -0.62469 -3.19784
C -1.30566 0.11441 -2.71093
H 5.13569 4.68162 -4.34890
H 4.29834 4.25845 -5.85808
H 4.84484 2.97200 -4.74391
H 0.96395 4.37418 -3.03305
H -1.08186 3.14725 -3.60073
H 1.03182 1.08072 -6.69343
H 3.10622 2.27103 -6.09025
H -3.99441 2.01569 -3.56011
H -4.27101 2.05657 -1.07906
H 0.96072 -1.75723 -0.24744
H 1.45385 -1.85397 -2.65350
H -0.02603 -0.67326 -4.26212
S -0.81234 1.78626 2.51363
C -0.23608 1.48770 4.14459
C 0.66328 2.35750 4.76195
C 1.05727 2.11530 6.06427
C 0.55549 1.01679 6.75867
C -0.34755 0.15964 6.15814
C -0.74766 0.39156 4.84264
S -1.95060 -0.63424 4.06873
H 1.03551 3.22019 4.22414
H 1.74935 2.79037 6.54893
H 0.86317 0.83909 7.78017
H -0.75215 -0.68412 6.70163

***

4.
This record from OMol25 describes a molecular structure, C10H14ClN4O8SSeSr. The level of theory is wB97M-V/def2-TZVPD.

Its lowest unoccupied orbital energy is 2.25 eV. The max |F| comes out at 0.57 eV/A. Its total charge is -1. As for the relative energy (zero: lowest compared OMol25 entry of this formula, charge and spin): 13.5 kcal per mole. The value obtained for the molar mass is 552.3 g/mol. The total energy comes out at -4501.14100 Ha. Its gap between HOMO and LUMO is 8.0 eV.

Cartesian coordinates (Å):
Sr -0.42111 0.25549 -0.45728
Cl 4.22950 -4.58984 3.18021
C 2.86762 -3.66727 2.59317
C 1.67269 -4.33965 2.27792
C 0.58795 -3.65591 1.81029
C 0.61348 -2.23645 1.60837
O -0.39529 -1.62584 1.13686
C 1.83900 -1.57881 1.97188
C 1.99329 -0.15771 1.92119
O 1.12966 0.67080 1.61545
C 2.94739 -2.31639 2.44352
H 1.62646 -5.41382 2.40747
H -0.32833 -4.17346 1.55703
H 2.98362 0.22627 2.22035
H 3.86239 -1.78966 2.68769
C -2.86522 3.22024 -2.77238
O -2.26519 2.19361 -3.57322
C -2.01006 1.06529 -2.92258
O -2.50648 0.77610 -1.83864
N -1.14642 0.28037 -3.63680
N -0.65179 -0.88177 -2.96899
H -3.07454 4.03436 -3.45932
H -2.15229 3.53489 -2.01130
H -3.77748 2.85771 -2.30370
H -0.37875 0.81498 -4.07846
H 0.37177 -0.80924 -2.95083
H -0.90713 -1.67072 -3.54874
N -1.45030 0.43754 3.10669
C -1.93337 1.39757 2.28522
N -1.09648 2.43184 2.03282
S -3.45593 1.31493 1.59797
H -0.44584 0.33265 3.13280
H -1.95059 -0.43503 3.05123
H -0.09978 2.31726 2.15700
H -1.40499 3.10528 1.35273
O 1.67417 0.11878 -1.68766
Se 1.66203 1.66156 -2.35707
O 1.31974 1.49745 -3.94616
O 0.32727 2.30986 -1.57907
O 3.00931 2.48675 -2.05567

***

5.
This record from OMol25 describes C22H17Cl2NO3 in the gas phase. The level of theory is wB97M-V/def2-TZVPD.

Its lowest unoccupied orbital energy is 0.58 eV. The max |F| comes out at 0.65 eV/A. Its total charge is 0. Its SMILES is O=C(COC(=O)Cc1c(Cl)cccc1Cl)Nc1ccccc1-c1ccccc1. As for the relative energy (zero: lowest compared OMol25 entry of this formula, charge and spin): 0.0 kcal per mole. The value obtained for the molar mass is 414.3 g/mol. The total energy comes out at -2049.47346 Ha. Its gap between HOMO and LUMO is 9.1 eV.

Cartesian coordinates (Å):
O -0.80619 -4.20513 -1.47038
C -0.64373 -3.25207 -0.74304
C 0.04404 -3.42836 0.62000
O 0.04724 -2.22929 1.38356
C 1.22229 -1.77190 1.85270
O 2.26544 -2.35219 1.75371
C 0.99842 -0.45583 2.57286
C 2.01869 0.58621 2.22080
C 2.38140 0.82772 0.89676
Cl 1.67276 -0.10844 -0.36499
C 3.30104 1.80330 0.54947
C 3.88360 2.57133 1.54049
C 3.54483 2.36567 2.86486
C 2.62195 1.38465 3.19167
Cl 2.21779 1.17692 4.85840
N -1.01654 -1.97689 -0.98248
C -1.62568 -1.41722 -2.11003
C -1.94549 -2.17587 -3.23033
C -2.51179 -1.57396 -4.33887
C -2.75408 -0.21102 -4.34843
C -2.43357 0.54804 -3.23779
C -1.88070 -0.03654 -2.10509
C -1.56354 0.80991 -0.93712
C -0.71899 1.90734 -1.08198
C -0.39914 2.69781 0.00647
C -0.93153 2.41485 1.25307
C -1.79576 1.34236 1.40285
C -2.10680 0.54094 0.31762
H -0.48857 -4.20463 1.17773
H 1.07453 -3.76448 0.45539
H -0.00370 -0.09219 2.32925
H 1.04421 -0.65850 3.64503
H 3.55417 1.95366 -0.48782
H 4.60306 3.33145 1.28040
H 3.99123 2.95954 3.64651
H -0.80165 -1.30887 -0.24976
H -1.74299 -3.23374 -3.22277
H -2.75922 -2.17510 -5.20059
H -3.19117 0.26002 -5.21585
H -2.62728 1.61110 -3.23163
H -0.29926 2.12383 -2.05336
H 0.27031 3.53667 -0.11518
H -0.67749 3.02987 2.10359
H -2.23675 1.13313 2.36737
H -2.79542 -0.28409 0.43694